Below is an isolated molecule of C25H32N4O3 at a distorted geometry, with properties calculated with ωB97M-V/def2-TZVPD.

```
64
Properties=species:S:1:pos:R:3:forces:R:3
C 3.946 -5.832 -1.049 -0.2 0.1 -0.1
C 2.992 -4.712 -1.447 0.1 0.0 0.3
C 2.547 -3.908 -0.227 0.0 0.0 -0.3
N 1.900 -2.656 -0.581 0.0 0.1 0.1
C 1.811 -1.744 0.546 0.4 0.1 -0.1
C 3.083 -0.895 0.663 -0.3 0.0 0.3
H 3.954 -1.545 0.747 0.1 0.0 0.0
H 3.193 -0.305 -0.247 0.0 0.0 -0.1
C 3.051 0.035 1.878 0.4 -0.1 -0.1
N 1.949 0.962 1.816 -0.2 -0.3 0.1
C 2.081 2.264 1.493 -0.1 -0.5 0.2
O 3.145 2.851 1.444 0.1 0.3 -0.1
C 0.753 2.912 1.216 -0.7 -0.1 -0.3
N -0.197 2.082 0.925 1.0 0.0 0.2
N -1.421 2.489 0.603 -0.1 0.4 -0.1
C -1.827 3.822 0.594 -0.2 0.1 0.0
O -2.974 4.138 0.340 0.1 0.1 0.0
C -0.765 4.773 0.926 0.5 0.1 0.1
C -1.064 6.137 0.939 -0.1 -0.1 0.0
C -0.084 7.054 1.245 -0.1 0.0 0.0
C 1.208 6.623 1.540 0.0 0.0 0.0
C 1.522 5.282 1.536 0.1 0.0 0.0
C 0.539 4.335 1.227 -0.4 0.4 -0.1
H 2.521 4.943 1.757 0.0 0.0 0.0
H 1.972 7.349 1.778 0.1 0.0 0.0
H -0.314 8.109 1.255 0.0 0.1 0.0
H -2.073 6.440 0.706 -0.1 0.0 0.0
C -2.316 1.424 0.313 -0.4 -0.6 0.0
C -2.205 0.244 1.037 0.1 0.2 0.0
C -3.055 -0.809 0.746 -0.1 0.1 -0.1
C -4.009 -0.689 -0.242 -0.1 0.1 -0.2
C -4.123 0.500 -0.967 0.2 -0.2 0.2
C -3.260 1.556 -0.696 -0.1 0.1 -0.2
H -3.318 2.478 -1.246 0.0 0.0 0.0
O -5.093 0.528 -1.914 0.0 -0.2 0.1
C -5.304 1.725 -2.628 0.0 0.2 -0.1
H -6.168 1.539 -3.263 0.1 0.1 0.0
H -5.518 2.560 -1.954 0.0 0.0 0.0
H -4.442 1.974 -3.255 0.0 0.0 0.0
H -4.683 -1.498 -0.473 -0.1 -0.1 0.0
H -2.978 -1.729 1.305 0.0 -0.1 0.1
H -1.470 0.165 1.822 0.0 0.0 0.1
H 1.019 0.579 1.727 0.1 0.1 0.0
H 2.965 -0.554 2.797 0.1 0.1 0.0
H 3.965 0.632 1.921 -0.1 -0.1 0.1
H 1.639 -2.279 1.495 -0.1 0.0 0.0
H 0.960 -1.080 0.375 -0.1 0.0 0.1
C 0.664 -2.786 -1.330 -0.2 -0.1 0.1
H 0.886 -3.336 -2.247 -0.1 0.1 -0.1
C -0.510 -3.465 -0.606 0.2 0.1 -0.3
C -1.767 -3.441 -1.464 0.2 0.0 0.2
H -2.589 -3.939 -0.955 -0.1 0.0 0.0
H -2.066 -2.416 -1.673 -0.1 0.1 -0.1
H -1.592 -3.948 -2.410 0.0 -0.1 -0.1
H -0.249 -4.500 -0.376 0.0 0.0 0.1
H -0.702 -2.948 0.336 0.0 0.0 0.1
H 0.359 -1.777 -1.624 0.0 0.0 -0.1
H 1.911 -4.538 0.419 0.1 0.0 0.0
H 3.439 -3.651 0.350 0.0 -0.1 0.1
H 3.485 -4.036 -2.147 -0.1 0.0 -0.1
H 2.126 -5.147 -1.948 0.0 0.0 -0.1
H 4.237 -6.413 -1.920 0.1 -0.1 0.0
H 3.470 -6.502 -0.334 0.0 -0.1 0.1
H 4.845 -5.426 -0.591 0.1 0.0 0.1
```
Positions in Å, forces in eV/Å.

Values from the calculation:
E: -1416.5981 Ha
Lowest unoccupied orbital energy: -0.113 eV
Relative energy (zero: lowest compared OMol25 entry of this formula, charge and spin): 65.1 kcal/mol
SMILES string: CCCN(CCC)CCCNC(=O)c1nn(-c2cccc(OC)c2)c(=O)c2ccccc12
E_HOMO: -8.27 eV
Frontier orbital gap: 0.300 Ha